Entry 1:
{"formula": "C10H26ClFNO3P", "method": "ωB97M-V with the def2-TZVPD basis set", "elements": ["Cl", "P", "F", "O", "O", "O", "N", "C", "C", "C", "C", "C", "C", "C", "C", "C", "C", "H", "H", "H", "H", "H", "H", "H", "H", "H", "H", "H", "H", "H", "H", "H", "H", "H", "H", "H", "H", "H", "H", "H", "H", "H", "H"], "positions_angstrom": [[0.628, -3.593, -2.700], [3.459, -1.533, -0.524], [2.756, -0.562, 0.703], [-0.672, -0.026, -1.200], [2.767, -0.433, -1.699], [1.879, -2.398, -0.626], [-0.850, 1.041, 1.608], [-0.032, 1.054, 2.862], [-0.353, 1.309, -0.946], [-0.447, -1.477, 1.393], [1.155, -2.086, -1.719], [-1.323, -0.329, -2.433], [-1.944, 2.055, 1.823], [-2.921, 2.276, 0.682], [1.998, -1.157, -2.598], [-1.455, -0.343, 1.458], [0.095, 1.419, 0.496], [-0.999, -2.393, 1.181], [-2.476, 1.707, 2.708], [-0.656, 0.725, 3.690], [0.222, -1.688, -1.386], [0.283, -1.354, 0.594], [4.643, -0.754, -0.464], [0.962, 0.767, 0.626], [0.405, 2.445, 0.700], [3.984, -2.354, -1.576], [2.590, -1.778, -3.283], [1.383, -0.485, -3.206], [-2.535, 2.973, -0.059], [-3.217, 1.356, 0.182], [-0.918, -1.328, -2.639], [0.075, -1.626, 2.336], [3.867, -2.453, 0.471], [-2.414, -0.337, -2.363], [0.540, 1.619, -1.507], [-1.442, 2.988, 2.079], [-1.004, 0.369, -3.209], [-3.820, 2.727, 1.101], [-1.169, 1.979, -1.235], [-2.107, -0.456, 2.327], [0.320, 2.068, 3.038], [0.818, 0.391, 2.744], [-2.073, -0.328, 0.568]], "nbo_charge": [-0.213, 1.370, -0.668, -0.579, -0.800, -0.784, -0.207, -0.410, -0.075, -0.652, 0.162, -0.263, -0.202, -0.636, -0.123, -0.207, -0.264, 0.243, 0.214, 0.218, 0.172, 0.281, -0.141, 0.294, 0.217, -0.163, 0.181, 0.165, 0.222, 0.226, 0.227, 0.214, -0.134, 0.174, 0.218, 0.216, 0.182, 0.239, 0.171, 0.198, 0.220, 0.262, 0.233], "orbital_gap_ev": 7.75}

Entry 2:
{"formula": "C10H26ClI2OP2Tl", "method": "ωB97M-V with the def2-TZVPD basis set", "elements": ["Tl", "I", "I", "Cl", "P", "P", "O", "C", "C", "C", "C", "C", "C", "C", "C", "C", "C", "H", "H", "H", "H", "H", "H", "H", "H", "H", "H", "H", "H", "H", "H", "H", "H", "H", "H", "H", "H", "H", "H", "H", "H", "H", "H"], "positions_angstrom": [[-0.920, 0.234, 0.023], [-4.155, 0.273, -3.342], [-5.796, 0.524, -1.063], [-2.098, 0.991, 2.164], [-0.370, 2.661, -0.333], [-1.181, -2.087, 0.854], [1.465, 0.028, -0.295], [-1.980, 3.422, -0.590], [1.807, -0.640, -1.545], [3.577, -0.702, -0.023], [0.403, 3.435, 1.098], [-2.958, -2.332, 0.847], [2.350, -0.390, 0.777], [-0.584, -2.314, 2.535], [0.664, 2.966, -1.770], [-0.407, -3.319, -0.196], [2.988, -1.488, -1.161], [-2.609, 3.225, 0.282], [0.709, 4.047, -1.851], [2.636, -2.469, -0.782], [-3.338, -2.246, -0.172], [3.643, -1.646, -2.016], [0.507, -2.238, 2.574], [2.415, 0.464, 1.503], [1.413, 3.039, 1.245], [0.434, 4.499, 0.865], [-1.767, 4.480, -0.700], [-0.707, -4.271, 0.232], [-2.443, 3.001, -1.484], [-0.907, -3.315, 2.821], [2.053, 0.215, -2.222], [4.007, 0.256, -0.401], [-3.101, -3.330, 1.248], [1.658, 2.539, -1.619], [-3.429, -1.574, 1.476], [0.926, -1.197, -1.957], [-0.202, 3.246, 1.992], [4.317, -1.233, 0.575], [0.681, -3.212, -0.184], [1.911, -1.289, 1.273], [0.198, 2.527, -2.654], [-1.026, -1.558, 3.193], [-0.781, -3.219, -1.217]], "mulliken_charge": [1.636, -0.066, 0.031, -0.478, 0.343, 0.229, -0.358, -1.090, -0.413, -0.591, -1.096, -1.126, -0.170, -1.070, -1.169, -1.046, -0.515, 0.375, 0.488, 0.156, 0.347, 0.388, 0.373, 0.284, 0.336, 0.476, 0.465, 0.493, 0.318, 0.472, 0.303, 0.249, 0.471, 0.292, 0.377, 0.282, 0.335, 0.450, 0.163, -0.028, 0.382, 0.339, 0.363], "orbital_gap_ev": 6.50, "charge": 2}

Entry 3:
{"formula": "C10H26FN3O3S", "method": "ωB97M-V with the def2-TZVPD basis set", "elements": ["S", "F", "O", "O", "O", "N", "N", "N", "C", "C", "C", "C", "C", "C", "C", "C", "C", "C", "H", "H", "H", "H", "H", "H", "H", "H", "H", "H", "H", "H", "H", "H", "H", "H", "H", "H", "H", "H", "H", "H", "H", "H", "H", "H"], "positions_angstrom": [[-3.821, -0.815, -0.135], [-4.882, -0.060, -1.303], [-4.687, -1.873, 0.589], [-2.718, -1.519, -0.993], [2.507, -0.106, -2.413], [-2.867, 0.075, 2.140], [1.457, -1.518, 1.343], [-3.230, 0.481, 0.874], [-0.938, 1.838, 1.070], [-3.051, 0.254, 4.678], [0.238, -0.629, 1.517], [2.725, 0.076, -4.860], [-2.232, 1.370, 0.192], [2.882, 0.736, -3.500], [3.235, -1.324, -2.273], [0.405, 0.862, 0.863], [4.725, -1.116, -2.063], [-3.547, 0.879, 3.226], [-4.709, 0.818, 3.081], [-0.657, -1.192, 0.969], [1.688, -0.252, -5.010], [4.904, -0.496, -1.178], [-1.875, 0.309, 4.829], [-0.085, -0.555, 2.650], [-1.821, 0.935, -0.840], [3.902, 1.106, -3.357], [0.665, 0.759, -0.287], [-1.156, 2.068, 2.208], [2.228, 1.613, -3.458], [-3.145, 2.002, 3.201], [2.824, -1.837, -1.396], [1.281, 1.398, 1.471], [-2.813, 2.365, -0.118], [-0.595, 2.887, 0.613], [5.192, -0.612, -2.913], [3.362, -0.805, -4.962], [-2.935, -0.955, 2.287], [-3.572, 0.809, 5.595], [2.993, 0.776, -5.658], [5.228, -2.077, -1.925], [3.044, -1.979, -3.129], [1.105, -2.507, 1.485], [2.096, -1.305, 2.159], [-3.350, -0.884, 4.732]], "nbo_charge": [2.236, -0.476, -0.827, -0.830, -0.541, -0.484, -0.844, -0.463, -0.418, -0.649, -0.228, -0.645, -0.271, -0.062, -0.070, -0.422, -0.643, -0.228, 0.205, 0.192, 0.214, 0.212, 0.224, 0.168, 0.248, 0.159, 0.241, 0.222, 0.184, 0.203, 0.206, 0.205, 0.216, 0.226, 0.199, 0.204, 0.394, 0.233, 0.213, 0.214, 0.157, 0.361, 0.350, 0.214], "orbital_gap_ev": 9.10, "smiles": "CCNN(CCCCN)S(=O)(=O)F.CCOCC"}

Entry 4:
{"formula": "C10H27ClIn2N3OP", "method": "ωB97M-V with the def2-TZVPD basis set", "elements": ["In", "In", "Cl", "P", "O", "N", "N", "N", "C", "C", "C", "C", "C", "C", "C", "C", "C", "C", "H", "H", "H", "H", "H", "H", "H", "H", "H", "H", "H", "H", "H", "H", "H", "H", "H", "H", "H", "H", "H", "H", "H", "H", "H", "H", "H"], "positions_angstrom": [[-0.178, -4.913, 2.215], [0.262, -0.259, -0.391], [1.812, 3.328, -0.465], [2.024, -1.181, -2.048], [-2.845, -3.977, 1.599], [-2.409, 1.362, 0.569], [-1.773, 3.135, -0.893], [-3.542, 1.701, -1.541], [3.141, 2.657, 1.854], [-1.309, 0.729, -1.639], [-1.634, -1.734, 1.778], [-2.210, 1.734, -0.856], [3.131, 0.160, -2.690], [-2.944, -2.531, 1.415], [2.381, 1.987, 0.618], [3.000, -2.573, -1.297], [1.221, 1.108, 1.149], [-0.486, -2.095, 0.739], [0.403, 1.699, 1.619], [3.689, -3.085, -2.012], [3.846, -0.315, -3.415], [3.134, 1.333, 0.128], [3.512, -2.242, -0.366], [-0.814, -2.867, 0.002], [-1.881, -0.042, -2.209], [-3.829, -2.239, 2.010], [-1.994, -4.259, 1.964], [-3.094, -2.399, 0.316], [2.504, 0.860, -3.280], [2.906, 3.739, 1.868], [-3.983, 0.808, -1.338], [2.250, -3.346, -0.992], [-2.324, 3.561, -1.642], [0.398, -2.498, 1.316], [-1.798, -0.645, 1.901], [-2.949, 0.493, 0.600], [-0.772, 1.321, -2.424], [-3.056, 2.066, 0.931], [-1.306, -2.117, 2.787], [3.759, 0.654, -1.914], [1.658, 0.438, 1.933], [2.788, 2.227, 2.814], [-0.809, 3.182, -1.218], [4.242, 2.558, 1.734], [-4.123, 2.476, -1.230]], "mulliken_charge": [0.801, 0.640, -0.148, 0.373, -0.458, -0.540, -0.610, -0.818, -1.195, -1.487, -0.674, 0.970, -0.887, -0.288, 0.605, -0.860, -1.161, -1.064, 0.404, 0.399, 0.401, 0.008, 0.340, 0.610, 0.487, 0.362, 0.278, 0.272, 0.361, 0.371, 0.261, 0.257, 0.335, 0.197, 0.390, 0.180, 0.398, 0.262, 0.301, 0.307, 0.536, 0.348, 0.141, 0.326, 0.268], "orbital_gap_ev": 3.22, "charge": 2}

Entry 5:
{"formula": "C10H28N4O14S2", "method": "ωB97M-V with the def2-TZVPD basis set", "elements": ["S", "S", "O", "O", "O", "O", "O", "O", "O", "O", "O", "O", "O", "O", "O", "O", "N", "N", "N", "N", "C", "C", "C", "C", "C", "C", "C", "C", "C", "C", "H", "H", "H", "H", "H", "H", "H", "H", "H", "H", "H", "H", "H", "H", "H", "H", "H", "H", "H", "H", "H", "H", "H", "H", "H", "H", "H", "H"], "positions_angstrom": [[-2.760, -3.182, 2.479], [0.141, -0.111, 0.073], [5.134, 3.630, -0.969], [0.332, -0.670, 1.371], [-3.395, -0.347, -1.244], [-2.706, 1.169, -2.613], [1.515, -4.720, -2.984], [-0.372, -0.900, -0.990], [0.750, -4.374, -0.987], [-2.944, -4.346, 3.288], [1.574, 0.391, -0.389], [-3.871, -2.395, 2.077], [-0.455, 5.252, 0.569], [4.705, 4.413, 0.985], [-1.790, -2.194, 3.249], [-0.102, 6.122, -1.374], [1.450, -4.094, -1.941], [-0.696, 5.387, -0.612], [4.924, 3.499, 0.223], [-3.374, 0.184, -2.324], [1.695, 1.096, -1.639], [2.300, -2.867, -1.848], [4.966, 2.114, 0.728], [-1.763, 4.529, -1.207], [-0.819, -3.003, 5.292], [-0.806, 1.359, 0.256], [-4.268, -0.366, -3.374], [-1.814, -3.645, 1.081], [1.792, 2.595, -1.469], [-0.579, -2.730, 3.851], [-4.498, -1.386, -3.083], [2.830, 2.900, -1.336], [-5.152, 0.261, -3.393], [2.574, 0.736, -2.175], [-1.723, -3.619, 5.324], [-2.495, 5.183, -1.664], [0.118, -1.906, 3.699], [-1.265, 3.951, -1.985], [-0.369, 1.983, 1.027], [1.518, 3.122, -2.388], [5.582, 1.510, 0.071], [-1.377, -2.741, 0.662], [0.860, 0.806, -2.286], [-0.059, -3.643, 5.740], [-2.515, -4.026, 0.343], [-0.982, -2.091, 5.855], [-2.127, 3.831, -0.465], [-0.159, -3.589, 3.329], [3.329, -3.219, -1.833], [2.106, -2.420, -0.880], [3.952, 1.718, 0.668], [1.179, 2.984, -0.662], [2.030, -2.267, -2.706], [-1.813, 1.042, 0.526], [-0.855, 1.787, -0.742], [-1.057, -4.356, 1.384], [5.354, 2.040, 1.737], [-3.748, -0.388, -4.325]], "nbo_charge": [2.410, 2.411, -0.391, -0.933, -0.340, -0.421, -0.382, -0.952, -0.375, -0.960, -0.730, -0.931, -0.376, -0.352, -0.721, -0.372, 0.536, 0.532, 0.530, 0.540, -0.092, -0.482, -0.495, -0.486, -0.646, -0.921, -0.484, -0.911, -0.658, -0.076, 0.237, 0.228, 0.239, 0.200, 0.239, 0.242, 0.205, 0.233, 0.262, 0.232, 0.233, 0.264, 0.201, 0.217, 0.257, 0.214, 0.230, 0.186, 0.230, 0.235, 0.241, 0.218, 0.235, 0.282, 0.246, 0.250, 0.237, 0.234], "orbital_gap_ev": 10.46, "smiles": "CCOS(C)(=O)=O.CCOS(C)(=O)=O.C[N+](=O)[O-].C[N+](=O)[O-].C[N+](=O)[O-].C[N+](=O)[O-]"}